(1)
55
Properties=species:S:1:pos:R:3:forces:R:3 method="wB97M-V/def2-TZVPD" energy_ev=-123867.5917 gap_ev=4.66 molar_mass_g_mol=710.46
Pt -1.712 -1.710 -0.186 0.7 1.7 -1.0
C -4.341 -0.003 -5.403 0.0 0.2 0.1
C -3.613 1.039 -4.541 -0.1 0.1 -0.2
C -4.599 1.651 -3.541 0.2 -0.1 -0.1
C -3.104 2.177 -5.436 -0.1 -0.1 0.1
C -2.471 0.298 -3.865 0.1 0.0 0.3
C -2.600 -0.254 -2.594 -0.3 0.2 -0.4
C -1.606 -1.063 -2.100 0.5 -0.7 1.6
Br -3.596 -3.106 0.092 -1.0 -1.4 0.0
C -0.440 -1.332 -2.805 -2.0 0.9 -0.4
O 0.557 -2.124 -2.315 1.2 -1.7 0.9
C -0.242 -0.713 -4.049 0.3 -0.5 0.3
C -1.277 0.070 -4.540 -0.1 0.1 0.0
C 1.071 -0.897 -4.802 0.0 0.0 -0.1
C 1.212 -2.362 -5.239 0.0 0.1 0.0
C 2.244 -0.515 -3.886 0.0 -0.1 -0.1
C 1.134 -0.022 -6.058 0.0 -0.2 0.2
H -5.153 0.455 -5.962 -0.2 0.1 -0.1
H -4.754 -0.789 -4.776 0.0 -0.1 0.1
H -3.648 -0.454 -6.110 0.1 -0.1 -0.1
H -5.378 2.187 -4.082 -0.1 0.0 0.0
H -4.089 2.356 -2.889 0.0 0.1 0.1
H -5.083 0.890 -2.933 -0.1 0.0 0.1
H -3.952 2.750 -5.806 -0.1 0.1 -0.1
H -2.561 1.810 -6.302 0.1 0.0 -0.1
H -2.461 2.850 -4.874 0.1 0.1 0.0
H -3.460 -0.043 -1.971 0.1 -0.1 -0.1
H -1.149 0.540 -5.495 0.1 0.0 -0.2
H 1.225 -3.030 -4.382 0.0 -0.1 0.1
H 2.146 -2.492 -5.782 0.1 -0.1 -0.1
H 0.388 -2.642 -5.893 -0.1 0.0 -0.1
H 2.380 -1.240 -3.092 0.0 0.0 0.0
H 2.077 0.456 -3.429 0.0 0.2 0.0
H 3.166 -0.478 -4.461 0.2 0.1 -0.1
H 0.363 -0.299 -6.774 -0.1 0.0 -0.1
H 2.097 -0.163 -6.542 0.1 0.0 -0.1
H 1.030 1.028 -5.803 0.0 0.2 0.0
F -1.247 0.905 0.604 0.1 0.1 0.3
C -0.459 -0.145 0.192 -0.6 -0.1 -0.1
F 0.362 0.401 -0.748 0.3 0.0 -0.2
C 0.441 -0.543 1.375 0.0 0.0 0.3
F -0.146 -1.551 2.069 -0.1 0.1 0.3
F 0.685 0.437 2.243 0.0 0.1 0.0
F 1.615 -1.016 0.952 0.3 -0.1 -0.2
S 0.454 -3.121 -0.968 0.0 1.4 0.1
C -0.051 -4.653 -1.623 -1.5 -1.1 0.1
N -1.290 -5.240 -1.317 2.8 -0.5 -1.2
C -1.521 -6.525 -1.702 -0.5 1.1 0.6
C -0.590 -7.210 -2.411 1.8 0.5 -0.6
C 0.643 -6.537 -2.698 -1.8 -1.3 0.3
N 0.873 -5.322 -2.280 0.1 0.5 -0.3
H -1.983 -4.732 -0.774 -0.7 0.8 0.4
H -2.477 -6.942 -1.421 -0.1 0.1 0.1
H -0.763 -8.220 -2.737 -0.1 -0.1 0.0
H 1.437 -7.013 -3.248 0.1 -0.2 -0.1


(2)
50
Properties=species:S:1:pos:R:3:forces:R:3 method="wB97M-V/def2-TZVPD" total_charge=+1 energy_ev=-136398.0684 gap_ev="6.93 / 6.99" s_squared=0.76 molar_mass_g_mol=484.14 multiplicity=2
C -1.477 3.437 -1.519 0.0 -1.3 0.3
C -1.301 2.079 -1.280 -0.2 0.5 0.1
C -0.024 1.477 -1.520 1.3 -0.4 0.2
C 1.064 2.293 -1.996 -0.4 -0.5 0.3
C 0.824 3.669 -2.249 -0.4 0.6 -0.1
C -0.416 4.229 -2.006 0.9 0.0 -0.3
C 2.317 1.686 -2.132 -0.2 -0.2 -0.3
C 2.489 0.313 -1.914 -0.6 -0.1 0.3
C 1.353 -0.441 -1.443 -0.1 1.3 -0.1
C 1.485 -1.847 -1.202 0.2 -0.2 0.2
C 2.719 -2.448 -1.378 -1.2 -0.1 0.3
C 3.829 -1.713 -1.833 0.6 1.0 -0.4
C 3.717 -0.363 -2.106 0.6 -0.6 0.0
H -2.450 3.884 -1.308 0.3 -0.1 -0.1
H 1.655 4.256 -2.654 -0.4 -0.1 0.2
H -0.591 5.288 -2.184 0.1 -0.2 0.0
H 3.160 2.288 -2.465 -0.1 -0.1 0.1
H 2.826 -3.516 -1.150 0.0 0.4 -0.2
H 4.784 -2.221 -1.970 -0.3 0.2 0.0
H 4.559 0.227 -2.482 -0.2 -0.4 0.2
N 0.183 0.179 -1.191 -0.5 -0.3 -0.6
Ti -0.171 -0.266 2.185 -1.6 1.6 0.9
C -2.352 1.218 -0.629 0.5 -0.2 -0.2
H -2.346 0.200 -1.054 -0.2 0.5 -0.1
H -3.358 1.664 -0.669 0.3 -0.2 0.0
C 0.264 -2.583 -0.696 0.0 0.2 -0.3
H -0.653 -2.200 -1.172 0.4 -0.2 -0.1
H 0.354 -3.666 -0.866 -0.1 0.3 0.1
P -1.941 0.973 1.138 -1.3 -0.3 0.1
P 0.009 -2.322 1.092 0.4 -2.0 -0.8
C 1.322 -3.344 1.821 0.0 -0.2 0.2
H 1.218 -3.344 2.913 0.1 -0.1 -0.2
H 1.235 -4.371 1.439 0.1 0.2 0.2
H 2.308 -2.938 1.568 -0.2 -0.1 0.0
C -1.514 -3.234 1.449 -0.1 -0.4 0.0
H -1.334 -4.290 1.214 -0.3 0.1 0.1
H -1.780 -3.127 2.506 0.1 -0.1 -0.2
H -2.342 -2.856 0.838 0.2 -0.1 0.1
C -2.147 2.624 1.851 0.3 0.0 0.2
H -3.118 3.024 1.521 0.3 -0.1 0.2
H -2.119 2.544 2.946 -0.1 0.1 -0.2
H -1.328 3.270 1.510 -0.3 -0.1 0.1
C -3.427 0.088 1.710 -0.6 0.2 0.0
H -3.387 -0.050 2.797 0.0 0.0 -0.3
H -4.295 0.707 1.443 0.0 -0.3 0.1
H -3.515 -0.895 1.227 0.0 0.3 0.1
C 1.791 0.062 2.271 6.1 0.7 -0.7
O 2.965 0.129 2.266 -4.6 -0.2 0.2
H -0.020 0.948 0.976 1.1 0.7 0.5
Br -1.022 -0.721 4.384 0.1 0.0 0.1


(3)
50
Properties=species:S:1:pos:R:3:forces:R:3 method="wB97M-V/def2-TZVPD" energy_ev=-51005.3612 gap_ev=8.39 molar_mass_g_mol=389.95 smiles="O=C(c1ccsc1)N1CCC[C@H](N2CCN(c3cccc(Cl)c3)CC2)C1"
O 2.976 0.734 2.855 -0.1 -0.1 0.3
C 3.013 0.436 1.675 0.1 -0.1 0.0
C 3.329 -0.955 1.240 0.0 -0.3 0.2
C 4.431 -1.327 0.421 0.0 -0.1 0.0
C 4.522 -2.668 0.252 -0.2 -0.3 0.1
S 3.274 -3.514 1.078 0.1 0.5 0.0
C 2.632 -2.039 1.677 0.1 -0.2 -0.2
N 2.793 1.340 0.690 0.1 0.2 0.0
C 2.503 2.715 1.034 -0.2 0.2 0.4
C 1.048 3.041 0.709 0.2 0.0 -0.1
C 0.758 2.764 -0.765 -0.1 -0.2 0.0
C 1.224 1.374 -1.251 0.3 0.1 0.0
N 0.323 0.254 -1.037 0.0 -0.1 -0.1
C -0.772 0.163 -1.983 -0.1 -0.2 -0.1
C -1.371 -1.249 -1.925 0.0 0.3 -0.3
N -1.851 -1.542 -0.591 0.3 -0.3 0.0
C -3.155 -1.244 -0.240 -0.5 0.0 0.2
C -4.206 -1.547 -1.118 0.1 0.0 -0.1
C -5.519 -1.317 -0.769 0.0 0.1 0.0
C -5.851 -0.788 0.469 0.0 0.1 0.1
C -4.819 -0.500 1.343 -0.1 -0.1 -0.2
Cl -5.184 0.164 2.901 0.0 0.1 0.2
C -3.495 -0.713 1.010 0.2 0.0 0.0
C -0.767 -1.388 0.353 0.1 0.2 0.2
C -0.177 0.027 0.305 0.0 -0.4 0.1
C 2.632 1.043 -0.710 -0.2 -0.1 -0.6
H 5.126 -0.620 0.003 0.1 0.1 -0.1
H 5.251 -3.219 -0.309 0.2 -0.1 -0.1
H 1.772 -2.053 2.316 -0.2 0.1 0.2
H 3.173 3.367 0.460 0.0 0.0 0.0
H 2.701 2.840 2.099 0.0 0.0 -0.2
H 0.401 2.447 1.353 0.0 0.0 0.1
H 0.856 4.094 0.924 0.0 0.0 0.1
H 1.280 3.513 -1.365 0.0 0.1 0.0
H -0.310 2.873 -0.964 0.0 0.1 -0.1
H 1.333 1.432 -2.341 0.0 0.0 0.1
H -0.393 0.352 -2.990 0.0 0.0 0.0
H -1.574 0.894 -1.769 0.0 0.0 -0.1
H -2.173 -1.330 -2.654 0.0 -0.1 0.0
H -0.591 -1.976 -2.173 0.0 0.0 -0.1
H -3.995 -1.992 -2.078 0.0 -0.1 -0.1
H -6.305 -1.564 -1.467 -0.1 0.0 -0.1
H -6.876 -0.610 0.746 -0.1 0.0 0.1
H -2.741 -0.450 1.733 0.1 0.0 0.0
H -1.103 -1.642 1.357 0.0 0.0 0.0
H 0.016 -2.097 0.063 0.0 0.1 0.1
H 0.639 0.101 1.021 -0.1 0.0 0.0
H -0.965 0.751 0.576 0.1 0.0 0.1
H 3.363 1.639 -1.271 0.0 0.0 0.0
H 2.822 -0.014 -0.893 0.0 0.2 -0.1


(4)
83
Properties=species:S:1:pos:R:3:forces:R:3 method="wB97M-V/def2-TZVPD" energy_ev=-172325.3055 gap_ev="9.91 / 9.92" s_squared=8.75 molar_mass_g_mol=1023.59 multiplicity=6
Mn 18.474 -28.603 1.108 -0.9 0.3 -1.8
C 21.383 -25.395 1.123 -0.2 -0.1 -1.0
F 20.465 -24.460 1.541 2.2 -1.1 -0.6
F 21.171 -25.574 -0.230 0.5 0.3 1.8
F 22.699 -25.064 1.329 -2.6 0.2 -0.4
S 21.017 -27.001 2.118 -0.2 1.0 0.9
O 22.305 -27.197 2.815 -3.1 -0.4 -1.4
O 19.808 -26.625 2.831 0.8 -0.9 -0.3
N 20.405 -28.211 0.976 5.2 2.9 1.4
S 21.869 -28.875 0.501 0.1 -0.6 -0.5
O 23.057 -28.068 0.326 -1.7 0.1 -0.5
O 22.012 -29.973 1.396 0.2 -1.4 -0.6
C 21.331 -29.402 -1.270 1.7 1.4 -0.9
F 21.669 -28.413 -2.249 -0.5 -2.0 2.2
F 21.873 -30.552 -1.585 1.7 -0.3 -0.3
F 20.075 -29.647 -1.342 -2.5 0.8 0.1
C 16.883 -27.623 5.164 0.4 -0.8 -0.4
F 15.775 -27.580 5.874 0.3 -0.7 0.2
F 17.534 -26.517 5.354 0.5 0.9 0.0
F 17.724 -28.643 5.441 -1.2 1.0 0.1
S 16.340 -27.653 3.328 -2.9 3.8 -4.3
O 14.860 -27.788 3.173 3.3 -0.8 1.2
O 16.748 -26.373 2.658 0.6 -3.3 2.0
N 17.187 -28.952 2.557 -2.3 1.3 2.8
S 16.448 -30.269 3.096 -3.5 -3.6 0.8
O 15.818 -30.181 4.426 1.6 0.7 -1.8
O 15.562 -30.980 2.154 2.6 1.4 0.9
C 17.954 -31.270 3.461 1.7 -1.8 -1.0
F 18.562 -30.870 4.529 -0.4 0.6 2.2
F 17.691 -32.579 3.558 -0.9 0.3 0.2
F 18.958 -31.212 2.564 -0.4 0.6 -1.6
C 16.453 -31.687 -3.634 -1.1 -1.2 -0.5
C 15.681 -31.655 -2.239 0.8 -0.9 -0.7
C 15.817 -32.853 -1.212 -0.4 0.2 -1.1
O 16.731 -32.322 -0.276 1.1 -2.2 0.6
C 17.112 -31.121 -0.601 -0.4 0.5 2.7
O 17.876 -30.475 0.084 0.6 0.2 -0.4
O 16.389 -30.677 -1.552 0.3 3.3 -1.2
H 17.542 -31.678 -3.585 0.0 0.1 0.9
H 16.228 -30.915 -4.369 -0.5 0.6 0.7
H 16.252 -32.566 -4.246 -0.3 -0.5 0.4
H 14.649 -31.315 -2.152 0.0 -0.1 -1.2
H 16.163 -33.779 -1.670 0.4 0.1 0.1
H 14.892 -33.072 -0.678 0.0 0.2 -0.1
C 11.770 -28.204 -2.025 -0.9 -1.3 1.5
C 12.430 -28.396 -0.621 0.1 0.9 -0.9
C 12.923 -29.767 -0.260 -0.8 0.2 -0.7
O 14.212 -29.517 0.273 0.0 -2.1 0.7
C 14.661 -28.372 -0.171 4.4 0.8 -0.1
O 15.854 -28.009 -0.153 -3.1 -0.9 0.2
O 13.698 -27.729 -0.742 -1.0 2.6 -0.8
H 12.239 -28.836 -2.780 0.8 0.6 -0.1
H 11.605 -27.163 -2.302 0.4 -0.2 0.0
H 10.805 -28.710 -2.008 -0.5 0.3 0.3
H 11.885 -28.066 0.263 -0.2 1.0 -0.4
H 12.940 -30.203 -1.260 0.5 -1.3 0.3
H 12.267 -30.236 0.473 0.4 -0.4 -0.2
C 18.265 -23.224 -3.249 2.5 0.1 1.3
C 17.917 -24.656 -2.979 -2.9 -1.0 -0.7
C 18.571 -25.804 -3.728 0.6 1.5 -0.2
O 18.744 -26.836 -2.749 0.1 -0.2 -2.0
C 18.423 -26.384 -1.570 0.0 0.4 1.2
O 18.543 -27.074 -0.586 -0.6 0.8 -0.1
O 18.026 -25.097 -1.632 0.5 -0.1 1.6
H 17.612 -22.486 -2.783 -0.3 -0.3 -0.5
H 18.657 -22.976 -4.235 -1.1 -0.2 -0.5
H 19.215 -23.089 -2.732 0.3 0.2 0.6
H 16.858 -24.765 -3.212 -0.4 0.1 0.2
H 19.521 -25.365 -4.032 0.4 -1.0 -0.5
H 17.903 -26.094 -4.539 0.6 -0.4 0.0
C 22.296 -29.688 4.601 1.0 -0.3 1.7
C 22.615 -30.559 5.853 0.8 1.1 -1.7
C 23.776 -30.023 6.755 0.1 -0.3 -1.7
O 23.293 -30.238 8.021 -1.4 -0.7 2.6
C 21.987 -30.548 8.011 -4.1 -0.6 3.6
O 21.230 -30.734 9.027 4.0 0.9 -4.6
O 21.509 -30.588 6.728 0.5 -0.5 1.3
H 23.204 -29.727 3.999 -0.1 0.3 -0.2
H 22.188 -28.710 5.070 -0.2 0.3 -0.7
H 21.445 -29.934 3.966 0.0 -0.3 0.4
H 23.007 -31.532 5.556 -0.9 -0.6 0.1
H 24.066 -28.973 6.711 0.0 0.0 -0.6
H 24.608 -30.713 6.611 0.4 0.5 -0.1